Here is a 13-piece molecular cluster, C40H66F9NO34PS2 overall from the Open Molecules 2025 dataset. Energies are from ωB97M-V/def2-TZVPD.

Each line ends with the Löwdin charge.
CARTESIAN COORDINATES (ANGSTROEM)
N1 -2.3393 -1.0958 -2.1020  0.31
H1 -2.5724 -1.4433 -1.1827  0.07
H2 -3.1455 -0.8562 -2.6611  0.15
H3 -1.6546 -1.7211 -2.5024  0.05
H4 -1.8859 -0.2078 -1.9406  0.04
C1 -0.3877 1.2680 -0.5719  -0.38
O1 -0.5789 -0.1249 -0.1907  -0.14
O2 -1.2861 1.5025 -1.6351  -0.24
C2 -0.5000 2.2529 0.6415  -0.55
F1 0.3265 1.9010 1.6344  0.11
F2 -0.1465 3.5356 0.3699  0.11
F3 -1.6825 2.2437 1.2303  0.15
C3 0.2376 -0.7209 0.8413  -0.22
C4 0.0397 -2.2420 0.6253  -0.03
H5 0.1307 -2.5812 -0.4066  0.06
H6 0.6909 -2.8652 1.2382  0.05
H7 -0.9734 -2.5420 0.8931  0.05
H8 -0.0238 -0.3353 1.8267  0.10
H9 1.3001 -0.5270 0.6944  0.08
H10 0.6735 1.2390 -0.8191  0.13
P1 0.1064 -3.2167 -3.6561  0.29
F4 0.0971 -4.7494 -4.1941  -0.15
F5 -1.2484 -2.8429 -4.5781  -0.20
F6 -1.1105 -3.5444 -2.5258  -0.22
F7 0.2150 -1.7387 -3.0675  -0.16
F8 1.3402 -3.6400 -2.6087  -0.19
F9 1.1584 -2.8745 -4.8577  -0.15
C5 -1.4132 3.4872 -5.9372  0.00
C6 -0.3662 2.6132 -5.1501  -0.24
C7 -0.3218 1.0903 -5.2930  -0.07
O3 0.9942 0.9312 -5.7376  0.09
C8 1.5746 2.0691 -6.0328  -0.63
O4 2.6908 2.1919 -6.5736  0.10
O5 0.8670 3.0708 -5.7279  0.11
H11 -1.3922 4.5641 -5.7699  0.07
H12 -2.4443 3.1981 -5.7340  0.08
H13 -1.2758 3.3246 -7.0062  0.09
H14 -0.4132 2.8873 -4.0962  0.12
H15 -1.1126 0.7229 -5.9470  0.14
H16 -0.4228 0.5598 -4.3462  0.12
C9 3.4044 -3.4300 2.2872  0.00
C10 4.3822 -4.2966 1.5173  -0.40
C11 5.8495 -3.9641 1.8198  -0.05
O6 6.3990 -5.1706 2.4277  0.09
C12 5.5317 -6.1329 2.2740  -0.50
O7 5.6901 -7.2459 2.7590  0.12
O8 4.3094 -5.6118 1.7887  0.06
H17 3.6457 -3.4151 3.3501  0.09
H18 2.3994 -3.7797 2.0513  0.06
H19 3.6538 -2.4002 2.0313  0.08
H20 4.2968 -4.3397 0.4315  0.16
H21 5.9699 -3.2360 2.6220  0.13
H22 6.3818 -3.6262 0.9307  0.14
C13 -3.1962 -6.2820 2.2443  -0.01
C14 -2.7958 -4.8827 2.7051  -0.31
C15 -3.0100 -4.6416 4.1947  -0.11
O9 -1.8115 -4.0656 4.6321  0.06
C16 -0.8094 -4.3283 3.7655  -0.52
O10 0.3313 -4.0929 4.0236  0.16
O11 -1.3780 -4.8504 2.6226  0.04
H23 -4.2285 -6.6153 2.3509  0.09
H24 -2.6536 -7.0468 2.8000  0.09
H25 -2.9472 -6.4069 1.1905  0.07
H26 -3.0837 -4.0962 2.0074  0.14
H27 -3.1830 -5.6544 4.5585  0.13
H28 -3.9305 -4.0818 4.3597  0.14
C17 2.9019 -0.9220 -1.3048  -0.01
C18 4.0449 -0.8156 -2.3592  -0.27
C19 3.7188 0.2592 -3.3929  -0.13
O12 4.9020 0.9204 -3.4786  0.09
C20 5.8588 0.5128 -2.6296  -0.50
O13 7.0562 0.8487 -2.5565  0.10
O14 5.2849 -0.3806 -1.7996  0.07
H29 2.8939 -0.0778 -0.6153  0.08
H30 3.0896 -1.8451 -0.7565  0.07
H31 1.9436 -0.9817 -1.8207  0.07
H32 4.3298 -1.7609 -2.8213  0.16
H33 2.8255 0.8315 -3.1428  0.13
H34 3.4486 -0.1191 -4.3788  0.14
C21 2.8848 0.4839 4.7073  0.02
C22 1.3694 0.7379 4.9812  -0.29
C23 0.9020 0.7978 6.4030  -0.07
O15 0.0893 1.9972 6.4801  0.08
C24 0.2842 2.6795 5.3506  -0.63
O16 -0.2975 3.7596 5.1197  0.10
O17 1.0427 2.0581 4.6098  0.13
H35 3.3480 -0.3367 5.2553  0.09
H36 3.3465 1.4665 4.8038  0.10
H37 2.8424 0.0959 3.6896  0.07
H38 0.8593 -0.0109 4.3751  0.14
H39 1.7774 0.8544 7.0501  0.14
H40 0.2754 -0.0507 6.6781  0.14
C25 1.2745 4.7486 -2.6030  0.01
C26 0.2173 5.6149 -3.2869  -0.31
C27 -1.1114 5.6903 -2.6079  -0.11
O18 -1.4238 7.0470 -2.4575  0.10
C28 -0.3147 7.7153 -2.7133  -0.56
O19 -0.1275 8.9314 -2.5816  0.11
O20 0.6701 6.9114 -3.0693  0.11
H41 0.7041 3.8321 -2.4522  0.07
H42 1.7597 5.0008 -1.6601  0.08
H43 2.0443 4.6176 -3.3635  0.09
H44 0.0567 5.2877 -4.3142  0.13
H45 -1.1346 5.2177 -1.6260  0.12
H46 -1.9194 5.2150 -3.1641  0.13
C29 -2.7974 -0.3678 4.7908  0.01
C30 -3.7692 -0.4179 3.6016  -0.35
C31 -4.0865 0.8200 2.7930  -0.07
O21 -4.1556 0.2687 1.4932  0.10
C32 -3.5370 -0.9121 1.4623  -0.41
O22 -3.3711 -1.6752 0.4504  0.06
O23 -3.1022 -1.2643 2.7342  0.06
H47 -2.5718 -1.3803 5.1255  0.08
H48 -3.2866 0.1626 5.6079  0.09
H49 -1.8541 0.1122 4.5305  0.08
H50 -4.6779 -0.9191 3.9351  0.15
H51 -3.2932 1.5461 2.9707  0.13
H52 -5.0682 1.2011 3.0745  0.15
C33 1.1099 -6.0289 0.0669  0.02
C34 0.4521 -7.2040 -0.7624  -0.32
C35 -0.8007 -6.8079 -1.4790  -0.11
O24 -0.6247 -7.4191 -2.7627  0.06
C36 0.6842 -7.8604 -2.8607  -0.52
O25 1.1748 -8.3453 -3.8879  0.11
O26 1.3055 -7.6953 -1.7328  0.13
H53 1.0635 -5.1129 -0.5221  0.06
H54 2.1200 -6.3742 0.2874  0.08
H55 0.6200 -5.7548 1.0013  0.07
H56 0.1267 -7.9864 -0.0768  0.15
H57 -0.8988 -5.7287 -1.5964  0.10
H58 -1.7654 -7.0089 -1.0132  0.12
C37 1.7868 5.7590 1.4768  -0.21
C38 0.6475 5.5319 2.4856  -0.12
O27 0.0587 6.8864 2.6198  -0.22
S1 0.0240 7.7143 1.2272  0.77
O28 0.1995 9.1506 1.3654  -0.23
O29 -1.1791 7.3432 0.4363  -0.26
O30 1.4009 6.8399 0.6853  -0.20
H59 1.9751 4.8291 0.9402  0.12
H60 2.6222 6.0136 2.1290  0.13
H61 0.9729 5.2232 3.4790  0.11
H62 -0.0491 4.7687 2.1387  0.10
C39 -4.5024 3.8279 -1.4602  -0.14
C40 -4.0026 4.6989 -0.2912  -0.19
O31 -4.5720 5.9299 -0.5495  -0.22
S2 -5.5261 6.0586 -1.9366  0.77
O32 -5.1938 7.2977 -2.6701  -0.25
O33 -6.9248 5.8743 -1.5193  -0.27
O34 -4.7828 4.7124 -2.5905  -0.23
H63 -5.4218 3.2755 -1.2662  0.12
H64 -3.7888 3.1299 -1.8982  0.12
H65 -2.9406 4.8867 -0.1328  0.12
H66 -4.4808 4.4792 0.6634  0.13

Forces on the atoms, in the same order (eV/Å):
-0.2 0.1 -0.1
-0.6 -0.1 0.5
-0.2 -0.7 -0.2
-0.2 -0.4 -0.6
1.0 1.7 0.4
-1.7 -0.4 -2.5
-0.2 0.5 1.5
2.0 -0.1 2.5
0.3 -0.6 -0.4
1.2 -0.3 0.5
-0.5 -0.4 -0.7
-1.5 0.4 -0.1
-0.2 -1.2 -1.5
-0.6 0.1 0.7
0.4 0.5 -0.1
0.2 0.2 0.1
-0.2 0.2 0.2
-0.3 -0.4 0.1
0.1 0.4 -0.1
0.6 0.8 -0.4
0.1 -2.4 -1.3
-0.6 0.8 0.7
1.7 0.4 0.0
1.5 -0.3 0.4
-0.3 0.8 -0.2
-1.3 0.3 -0.6
-0.9 0.4 1.0
-0.4 -1.4 0.1
-1.9 2.4 -0.1
-0.8 0.9 0.7
0.5 -2.4 -0.6
5.8 -0.6 -2.9
-2.7 -0.9 1.5
-1.9 2.2 1.5
0.6 -0.1 0.3
0.0 -0.2 0.2
0.2 0.0 0.0
0.2 0.0 0.1
0.5 -0.2 -0.6
0.0 0.3 0.1
0.8 -0.2 -0.4
1.4 1.9 -1.1
0.5 0.6 1.0
0.5 1.5 -1.6
-2.0 -2.5 2.5
-0.7 2.2 -2.0
1.0 -4.8 1.9
-0.3 -0.7 0.2
0.0 0.6 0.4
-0.7 0.2 -0.6
-0.7 1.4 -0.2
-0.1 0.3 -0.3
0.3 -0.4 0.2
-0.1 -0.4 -0.4
0.2 -0.5 -0.5
-1.2 -0.9 -1.4
-0.3 0.4 1.0
-0.8 0.0 -0.5
-0.5 -0.4 -0.8
2.5 0.3 0.8
-0.3 0.7 0.1
0.4 0.2 0.1
0.1 0.0 0.0
-0.7 0.1 0.3
0.3 0.1 0.9
0.5 0.5 0.4
1.4 -0.7 -0.7
-1.4 -0.2 0.5
-1.4 -1.9 -0.3
2.9 2.8 -1.2
2.5 0.3 0.8
-4.2 -0.7 -0.6
0.5 0.2 0.6
0.2 0.1 -0.2
-0.4 0.0 0.3
0.1 -0.1 0.1
-0.7 -0.2 0.0
0.4 0.8 0.6
0.3 -0.4 0.0
-1.7 0.1 -0.5
1.1 -1.0 0.4
-0.4 -0.4 1.0
0.2 -1.0 1.1
-5.2 5.1 2.6
1.9 -2.8 0.5
3.7 -1.4 -5.8
-0.2 0.4 0.6
0.6 -0.4 -0.1
0.7 0.6 -0.3
-0.7 0.4 -0.1
-0.3 0.3 0.4
0.1 0.1 0.1
-0.8 -1.4 -1.3
0.8 -0.6 2.0
-1.9 -1.9 0.8
-0.3 0.6 -0.3
1.1 4.8 0.8
-1.0 -3.0 -0.3
1.0 1.3 -1.5
0.6 -0.7 0.1
-0.6 0.8 -0.1
0.2 -0.4 0.2
0.6 0.6 -0.3
0.3 0.0 0.2
0.0 0.0 -0.2
-0.9 0.7 0.2
0.7 -0.3 2.9
0.0 -0.3 1.6
0.4 -0.4 -1.2
1.3 -3.5 -2.7
-1.0 3.5 4.5
-0.4 -0.5 -4.0
-0.1 0.0 -0.1
0.3 0.1 0.2
-0.1 0.2 -0.1
-0.3 0.0 0.0
-0.1 0.3 -0.8
0.2 0.2 -0.2
-0.3 -1.0 -1.0
-1.1 1.6 3.4
-0.4 1.5 -1.1
0.6 -0.6 -0.1
-0.6 -1.1 -4.5
-1.5 1.4 3.1
1.7 -0.1 0.7
0.5 -0.1 -0.3
0.1 0.4 0.0
-0.3 -0.6 0.1
0.7 -0.5 0.1
0.5 0.2 -0.5
0.2 -1.1 0.0
-0.6 -0.4 2.3
-0.3 0.6 -0.3
-0.3 0.2 -0.2
-1.7 -1.4 -1.3
0.8 -2.8 0.4
3.2 0.2 1.8
-1.3 2.0 -1.2
0.0 0.4 -0.5
0.6 0.3 -0.6
0.0 0.4 -0.1
-0.4 0.7 0.0
0.5 -0.8 -1.0
-0.7 -0.4 0.2
-2.0 3.3 -2.2
0.7 1.5 1.0
-0.5 -3.6 1.6
2.8 -0.3 -1.1
-1.3 1.7 1.0
0.0 0.2 0.4
0.3 0.0 0.5
0.1 -0.6 -0.4
0.4 -1.1 0.1

Charge: -1
HOMO energy: -0.2645 hartree
Gap between HOMO and LUMO: 0.3039 Eh